Record 1
The following is a DFT calculation (the ωB97M-V functional and the def2-TZVPD basis) of a 2-piece molecular cluster, C2H9NO2 overall.

Structure (ORCA input):
```
! RIJCOSX wB97M-V def2-TZVPD def2/J DEFGRID3
* xyz -1 2
C 0.36101 -0.28118 -2.73505
N 1.25516 -0.99176 -1.85293
C 1.32796 -0.66518 -0.49150
O 0.48892 -1.53095 0.30768
H 0.76206 0.69203 -3.07943
H 0.09549 -0.90478 -3.59196
H -0.53902 0.01343 -2.17596
H 2.13269 -1.32222 -2.24570
H 0.98412 0.35349 -0.28943
H 2.34037 -0.79395 -0.10297
H 0.03256 -2.04502 -0.37291
H -2.24841 3.52061 4.46757
H -3.37849 3.25376 3.49804
O -2.83973 2.81354 4.16790
*
```

## Properties
* ΔE to the lowest compared entry with this formula, charge and spin: 64.8 kJ/mol
* highest occupied orbital energy (alpha / beta): 1.413 / -5.593 eV
* E_tot: -286.7527 hartree
* orbital gap (alpha / beta): 1.9 / 9.7 eV

Atomic partial charges in e from the natural (NBO) method, atoms 1 to 5: C -0.795; N -0.705; C -0.109; O -0.779; H 0.152

Record 2
The following is a DFT calculation (the ωB97M-V functional and the def2-TZVPD basis) of a 3-piece molecular cluster, C2H9NO2 overall.

Structure (ORCA input):
```
! RIJCOSX wB97M-V def2-TZVPD def2/J DEFGRID3
* xyz 0 1
C 0.21883 -1.02404 1.24901
C 0.90438 -0.08880 0.58477
N 1.42986 -0.05175 -0.74495
H 0.08738 -2.21592 0.98951
H -0.47208 -0.84008 2.05409
H 0.99896 0.86381 1.07370
H 1.99567 -0.89101 -1.04162
H 1.85548 0.86572 -0.96730
O -1.85514 1.29775 1.67839
H -1.76740 0.42598 1.35961
H -2.23152 1.82500 1.02752
O -0.55769 -0.27463 -2.72024
H -0.18116 0.62237 -2.67024
H -0.42557 -0.51439 -1.87226
*
```

## Properties
* SMILES: C=CN.O.O
* ΔE to the lowest compared entry with this formula, charge and spin: 136.2 kJ/mol
* highest occupied orbital energy: -8.978 eV
* E_tot: -286.7665 hartree
* orbital gap: 9.6 eV

Atomic partial charges in e from the natural (NBO) method, atoms 1 to 5: C -0.521; C -0.007; N -0.859; H 0.196; H 0.210

Record 3
The following is a DFT calculation (the ωB97M-V functional and the def2-TZVPD basis) of a 3-piece molecular cluster, C2H9NO2 overall.

Structure (ORCA input):
```
! RIJCOSX wB97M-V def2-TZVPD def2/J DEFGRID3
* xyz 0 1
C 0.50499 0.54317 -0.99860
C 1.36574 0.51694 0.34950
N 2.65943 0.49521 0.11490
H 0.19107 1.54616 -1.26432
H 1.11952 0.10493 -1.77234
H 1.01570 -0.47474 0.76334
H -0.35260 -0.11510 -0.75329
H 1.02117 1.34135 0.96680
H -0.71972 -2.47728 0.09310
H -2.08312 -0.53505 0.29450
O -0.93812 -1.55366 0.24430
H -3.52039 -0.07733 0.67058
H 3.14663 1.39235 0.27038
O -2.72874 0.23463 0.22025
*
```

## Properties
* ΔE to the lowest compared entry with this formula, charge and spin: 591.5 kJ/mol
* highest occupied orbital energy: -8.873 eV
* E_tot: -286.5931 hartree
* orbital gap: 4.9 eV

Atomic partial charges in e from the natural (NBO) method, atoms 1 to 5: C -0.486; C -0.311; N -0.208; H 0.224; H 0.219

Record 4
The following is a DFT calculation (the ωB97M-V functional and the def2-TZVPD basis) of a 2-piece molecular cluster, C2H9NO2 overall.

Structure (ORCA input):
```
! RIJCOSX wB97M-V def2-TZVPD def2/J DEFGRID3
* xyz 0 1
N 0.22178 -1.02111 -1.08827
C 1.17990 -0.75211 -0.00668
C 1.68254 0.68137 0.21054
O 2.35614 1.20061 -0.96360
H 0.72137 -1.41019 -1.87595
H -0.20442 -0.14385 -1.36551
H 1.91853 -1.54386 -0.13507
H 0.67871 -1.08982 0.95585
H 2.47482 0.51219 0.93690
H 0.93949 1.43860 0.49916
H 1.72551 1.77023 -1.40023
O -4.90917 0.30821 1.24183
H -4.79679 -0.24912 2.03760
H -3.98841 0.29885 0.95344
*
```

## Properties
* SMILES: NCCO.O
* ΔE to the lowest compared entry with this formula, charge and spin: 55.9 kJ/mol
* highest occupied orbital energy: -9.379 eV
* E_tot: -286.7971 hartree
* orbital gap: 9.9 eV

Atomic partial charges in e from the natural (NBO) method, atoms 1 to 5: N -0.832; C -0.247; C -0.094; O -0.725; H 0.360